[1]
{"formula": "C21H63FINa2O28P7", "method": "ωB97M-V/def2-TZVPD", "symbols": ["Na", "Na", "F", "I", "C", "O", "P", "O", "O", "C", "O", "C", "H", "H", "H", "H", "H", "H", "H", "H", "H", "C", "O", "P", "O", "O", "C", "O", "C", "H", "H", "H", "H", "H", "H", "H", "H", "H", "C", "O", "P", "O", "O", "C", "O", "C", "H", "H", "H", "H", "H", "H", "H", "H", "H", "C", "O", "P", "O", "O", "C", "O", "C", "H", "H", "H", "H", "H", "H", "H", "H", "H", "C", "O", "P", "O", "O", "C", "O", "C", "H", "H", "H", "H", "H", "H", "H", "H", "H", "C", "O", "P", "O", "O", "C", "O", "C", "H", "H", "H", "H", "H", "H", "H", "H", "H", "C", "O", "P", "O", "O", "C", "O", "C", "H", "H", "H", "H", "H", "H", "H", "H", "H"], "positions_angstrom": [[1.29, -2.65, -1.90], [0.49, 0.57, -2.95], [2.30, -1.01, -3.19], [-0.52, -0.45, -0.21], [0.68, -0.92, 3.74], [0.17, -0.21, 4.94], [-1.12, -0.77, 5.67], [-1.18, -2.27, 5.62], [-1.06, -0.10, 7.13], [-0.18, -0.61, 8.11], [-2.42, 0.04, 5.08], [-2.71, 0.06, 3.66], [0.97, -0.20, 2.98], [0.02, -1.70, 3.34], [1.57, -1.53, 3.91], [0.85, -0.26, 8.23], [-0.05, -1.69, 8.01], [-0.76, -0.72, 9.03], [-3.77, -0.19, 3.66], [-2.17, -0.70, 3.10], [-2.81, 0.99, 3.09], [-0.81, -4.76, 2.00], [-1.76, -5.12, 1.11], [-1.40, -5.35, -0.40], [-0.17, -4.64, -0.98], [-1.49, -6.94, -0.54], [-0.47, -7.83, -0.09], [-2.67, -4.86, -1.25], [-2.52, -4.16, -2.39], [-0.96, -5.22, 2.98], [-0.91, -3.71, 2.30], [0.24, -4.98, 1.83], [0.08, -8.38, -0.86], [-0.99, -8.74, 0.18], [0.14, -7.37, 0.69], [-2.69, -4.66, -3.35], [-1.56, -3.69, -2.61], [-3.10, -3.24, -2.30], [6.79, -3.40, 0.26], [5.57, -2.80, -0.09], [4.18, -3.72, 0.34], [2.97, -3.26, -0.37], [4.59, -5.32, 0.17], [3.68, -6.48, 0.03], [4.16, -3.62, 1.99], [3.00, -3.76, 2.75], [6.77, -4.20, 1.00], [7.55, -2.64, 0.43], [7.26, -3.89, -0.60], [2.70, -6.02, 0.12], [3.80, -6.99, 0.99], [3.91, -7.11, -0.82], [3.35, -3.57, 3.76], [2.57, -4.76, 2.82], [2.28, -2.96, 2.61], [-3.95, 0.98, -1.65], [-4.31, 0.32, -2.86], [-3.37, 0.17, -4.12], [-2.05, 0.75, -4.06], [-3.30, -1.47, -4.37], [-4.47, -2.14, -4.60], [-4.33, 0.79, -5.37], [-4.77, 2.17, -5.36], [-3.08, 1.64, -1.62], [-3.72, 0.11, -1.02], [-4.85, 1.47, -1.31], [-4.45, -3.23, -4.52], [-4.63, -1.99, -5.67], [-5.38, -1.72, -4.18], [-5.65, 2.21, -4.72], [-5.06, 2.56, -6.34], [-4.01, 2.86, -5.00], [-2.47, 3.17, 0.83], [-3.82, 2.87, 1.13], [-4.63, 3.30, 2.48], [-4.20, 2.93, 3.83], [-4.79, 4.90, 2.31], [-5.58, 5.71, 3.19], [-6.12, 2.83, 2.07], [-6.32, 1.44, 1.76], [-2.66, 4.00, 0.14], [-2.15, 2.24, 0.37], [-1.94, 3.54, 1.71], [-6.30, 6.34, 2.67], [-5.00, 6.49, 3.69], [-6.18, 5.06, 3.82], [-5.52, 0.86, 2.22], [-6.33, 1.23, 0.69], [-7.22, 1.14, 2.30], [1.38, 3.62, 1.02], [0.51, 4.22, 0.18], [0.76, 4.28, -1.46], [0.81, 2.99, -2.14], [-0.36, 5.29, -2.00], [-0.06, 5.80, -3.34], [2.22, 5.05, -1.49], [2.30, 6.46, -1.29], [1.94, 2.72, 0.77], [0.73, 3.25, 1.82], [2.08, 4.38, 1.34], [-0.85, 5.35, -3.95], [0.90, 5.64, -3.83], [-0.33, 6.85, -3.40], [3.30, 6.80, -1.03], [1.58, 6.76, -0.52], [2.13, 6.78, -2.32], [3.79, 0.92, -0.41], [3.73, 2.12, -1.24], [4.66, 2.15, -2.61], [4.22, 1.28, -3.76], [4.79, 3.71, -3.16], [5.75, 4.26, -4.05], [6.12, 1.76, -1.92], [6.72, 0.53, -2.19], [4.49, 0.19, -0.81], [2.77, 0.62, -0.16], [4.08, 1.18, 0.61], [5.93, 5.30, -3.81], [5.51, 4.32, -5.11], [6.75, 3.83, -4.00], [6.12, -0.09, -2.86], [6.85, -0.14, -1.35], [7.61, 0.73, -2.79]], "total_energy_ev": -164816.1342, "fmax_ev_per_a": 5.88, "e_homo_ev": -7.6}

[2]
{"formula": "C21H63N21O42", "method": "ωB97M-V/def2-TZVPD", "symbols": ["C", "N", "O", "O", "H", "H", "H", "C", "N", "O", "O", "H", "H", "H", "C", "N", "O", "O", "H", "H", "H", "C", "N", "O", "O", "H", "H", "H", "C", "N", "O", "O", "H", "H", "H", "C", "N", "O", "O", "H", "H", "H", "C", "N", "O", "O", "H", "H", "H", "C", "N", "O", "O", "H", "H", "H", "C", "N", "O", "O", "H", "H", "H", "C", "N", "O", "O", "H", "H", "H", "C", "N", "O", "O", "H", "H", "H", "C", "N", "O", "O", "H", "H", "H", "C", "N", "O", "O", "H", "H", "H", "C", "N", "O", "O", "H", "H", "H", "C", "N", "O", "O", "H", "H", "H", "C", "N", "O", "O", "H", "H", "H", "C", "N", "O", "O", "H", "H", "H", "C", "N", "O", "O", "H", "H", "H", "C", "N", "O", "O", "H", "H", "H", "C", "N", "O", "O", "H", "H", "H", "C", "N", "O", "O", "H", "H", "H"], "positions_angstrom": [[3.93, 2.67, -0.39], [5.26, 2.58, -0.91], [6.00, 1.68, -0.50], [5.59, 3.41, -1.73], [3.29, 2.21, -1.13], [3.68, 3.73, -0.32], [3.82, 2.19, 0.58], [4.09, -5.00, 3.26], [4.64, -6.22, 3.67], [5.63, -6.67, 3.07], [4.21, -6.81, 4.73], [3.80, -5.05, 2.21], [4.85, -4.23, 3.40], [3.33, -4.74, 4.00], [-5.57, 2.44, 0.29], [-4.30, 2.53, -0.45], [-4.25, 2.40, -1.65], [-3.27, 2.77, 0.27], [-6.26, 1.91, -0.37], [-6.05, 3.41, 0.46], [-5.56, 1.84, 1.20], [0.42, -5.38, 0.74], [-0.47, -4.57, -0.14], [-1.17, -3.68, 0.43], [-0.64, -4.89, -1.30], [0.64, -6.31, 0.22], [-0.11, -5.60, 1.67], [1.32, -4.82, 1.01], [1.74, -3.33, -2.50], [3.18, -3.12, -2.91], [3.41, -2.92, -4.13], [4.01, -3.09, -2.04], [1.16, -2.41, -2.43], [1.94, -3.70, -1.49], [1.25, -4.10, -3.09], [-2.07, 4.78, 3.07], [-3.41, 5.33, 3.40], [-4.21, 5.54, 2.51], [-3.68, 5.47, 4.57], [-1.73, 4.24, 3.96], [-1.33, 5.51, 2.75], [-2.22, 4.03, 2.29], [6.11, 0.05, -3.77], [7.46, -0.17, -4.19], [8.38, -0.13, -3.36], [7.66, -0.57, -5.32], [5.65, -0.94, -3.70], [5.66, 0.75, -4.48], [6.01, 0.55, -2.81], [-4.70, -2.90, 0.37], [-4.16, -1.53, 0.19], [-3.02, -1.41, -0.34], [-4.83, -0.55, 0.55], [-4.07, -3.68, -0.04], [-5.66, -2.93, -0.16], [-4.77, -3.00, 1.45], [-0.94, 3.67, -1.47], [-0.35, 4.58, -0.46], [0.58, 4.10, 0.23], [-0.83, 5.71, -0.33], [-1.02, 2.65, -1.09], [-0.14, 3.70, -2.20], [-1.90, 4.08, -1.80], [-3.86, 3.65, -4.81], [-2.85, 2.60, -4.98], [-2.07, 2.41, -4.09], [-3.02, 1.77, -5.86], [-4.71, 3.36, -4.19], [-4.26, 4.01, -5.75], [-3.38, 4.44, -4.22], [5.36, -1.26, 0.95], [4.88, -1.59, 2.32], [5.61, -1.40, 3.29], [3.70, -1.90, 2.45], [4.63, -1.16, 0.15], [6.09, -2.06, 0.83], [5.92, -0.35, 1.15], [2.29, 4.30, 3.29], [2.24, 2.81, 3.50], [2.77, 2.44, 4.58], [1.73, 2.04, 2.65], [1.56, 4.74, 3.97], [2.00, 4.57, 2.27], [3.27, 4.69, 3.58], [-2.15, -3.94, 3.88], [-3.38, -4.60, 4.34], [-4.38, -3.94, 4.61], [-3.47, -5.78, 4.19], [-1.42, -4.19, 4.66], [-2.45, -2.90, 3.77], [-1.69, -4.40, 3.01], [-1.60, 3.12, 7.17], [-0.81, 2.29, 6.18], [-0.80, 1.10, 6.44], [-0.25, 2.82, 5.19], [-0.90, 3.91, 7.44], [-1.93, 2.46, 7.98], [-2.45, 3.48, 6.60], [-5.16, -0.29, -3.31], [-6.40, -0.39, -2.53], [-6.96, 0.60, -2.13], [-6.88, -1.52, -2.30], [-4.38, -0.09, -2.57], [-5.15, 0.56, -3.99], [-4.93, -1.21, -3.85], [1.86, -0.55, 4.80], [0.79, -1.39, 5.24], [0.04, -1.79, 4.38], [0.65, -1.57, 6.44], [2.26, 0.12, 5.55], [1.49, 0.02, 3.94], [2.64, -1.17, 4.35], [-2.31, 0.88, 2.84], [-3.59, 0.99, 3.55], [-4.23, 2.04, 3.41], [-3.97, 0.01, 4.15], [-2.53, 0.52, 1.84], [-1.57, 0.36, 3.45], [-2.02, 1.92, 2.70], [-1.63, -1.28, -3.59], [-2.09, -2.66, -3.82], [-3.21, -3.02, -3.33], [-1.27, -3.42, -4.27], [-0.59, -1.19, -3.88], [-1.80, -1.07, -2.53], [-2.23, -0.62, -4.22], [1.44, 2.45, -4.67], [2.50, 1.52, -4.21], [2.22, 0.32, -4.29], [3.45, 1.97, -3.62], [1.12, 3.08, -3.84], [0.72, 1.90, -5.27], [1.98, 3.05, -5.41], [1.41, -1.52, -7.02], [1.04, -0.29, -7.77], [-0.02, 0.16, -7.47], [1.63, 0.00, -8.82], [1.62, -1.15, -6.01], [2.33, -1.86, -7.48], [0.66, -2.29, -6.88], [0.37, -0.93, 0.88], [1.10, -0.62, -0.39], [0.42, -0.30, -1.35], [2.32, -0.69, -0.39], [0.33, -0.12, 1.60], [0.88, -1.77, 1.36], [-0.62, -1.31, 0.63]], "total_energy_ev": -140024.9236, "fmax_ev_per_a": 6.62, "e_homo_ev": -10.5, "e_above_lowest_kcal_mol": 0.0}